Formula: C37H26Cl3IN4O6V
Source: OMol25
Level of theory: ωB97M-V/def2-TZVPD

Summary:
**Lowest unoccupied orbital energy (spin up / spin down)**: -0.05132 / -0.03950 Eh
**Multiplicity**: 2
**Frontier orbital gap (spin up / spin down)**: 0.2464 / 0.2609 hartree
**Molar mass**: 906.8 g/mol
**Max |F|**: 3.61 eV/Å
**Expectation value of S²**: 0.76
**Relative energy (zero: lowest compared OMol25 entry of this formula, charge and spin)**: 23.9 kcal per mole

Each line ends with the Löwdin charge.
Geometry (Å):
I: -3.28859 3.40311 -0.26260  1.040
Cl: -5.26965 -1.10459 -3.12118  0.627
V: 0.11429 0.17379 1.04862  1.132
Cl: -0.36683 2.86567 3.79081  0.797
H: -3.56782 0.89515 3.25338  0.130
N: 0.29929 -0.36779 4.04236  0.104
C: -1.85303 -0.62457 -0.92293  -0.125
H: -1.79455 -2.57840 -7.61631  0.092
H: -3.20987 -3.16737 -2.56593  0.107
C: -1.98368 0.84178 -0.63340  -0.360
H: -0.76780 -0.28820 -4.17467  0.120
C: 4.57506 -0.55350 -2.59266  -0.057
C: -0.67242 -1.19686 -4.80188  -0.065
H: 1.55285 3.96203 -1.91574  0.108
C: -4.28885 0.45342 5.18992  -0.082
C: -0.60950 -2.50404 -0.57305  -0.081
Cl: -0.23373 7.56072 1.20580  0.590
O: 0.93984 1.76654 1.36566  -0.163
H: -5.17346 1.16149 -1.72459  0.095
H: -5.17387 1.01997 4.94854  0.096
O: 1.71566 -0.59308 0.41499  -0.155
C: -2.82205 -1.26053 -1.73534  -0.169
C: 0.65392 -3.11590 -5.35646  -0.044
N: -0.79282 -1.18105 -0.35105  0.054
O: -1.16346 -0.19282 2.36254  -0.130
C: 0.07348 5.78986 1.08397  -0.612
H: 6.07187 -1.05058 -0.62442  0.118
O: -0.91733 1.30487 -0.00840  -0.201
O: 2.17412 2.19931 -1.17988  0.094
C: -4.18406 -0.12182 6.45458  -0.100
N: 1.10791 -0.35450 2.91718  -0.035
O: 3.65772 -0.84467 -1.51938  -0.113
C: 0.81838 3.76423 0.04894  -0.089
C: 5.36483 -0.80968 0.20041  -0.003
C: -1.27844 -2.49212 -6.69397  -0.107
C: -1.54001 -1.47940 -5.80409  -0.114
H: 2.70992 -0.50680 4.17782  0.120
C: -3.25696 0.46766 4.23236  -0.022
C: -2.11820 -0.25048 4.59037  -0.151
C: 4.06615 -0.67640 -0.21308  -0.194
H: 0.26233 -3.04003 -0.08713  0.149
C: -4.22627 0.72443 -1.46127  -0.150
C: -3.98405 -0.49059 -2.01177  -0.541
C: 1.56698 3.22192 -1.12962  -0.213
H: -1.18548 -4.28376 -1.55754  0.109
C: -0.19669 -3.31031 -6.42942  -0.103
C: 0.45667 -1.98287 -4.54567  -0.303
H: 5.06405 -0.88921 3.52902  0.129
C: 2.99595 -0.53528 0.77728  -0.162
N: 1.45711 -1.66672 -3.58831  0.101
C: -2.57420 -2.61569 -1.90161  0.023
C: 0.60379 5.15282 -0.01210  -0.068
C: 2.38913 -0.41262 3.17990  0.001
H: -0.66085 5.55515 3.13940  0.089
H: -3.00086 -1.32334 7.67786  0.111
C: 5.70140 -0.77948 1.57853  -0.094
H: 3.97187 -0.70438 -3.46188  0.066
C: -0.16071 3.63530 2.26973  -0.561
H: -2.45321 -0.89788 -5.98329  0.114
H: 5.02715 0.43685 -2.41223  0.106
C: 3.41500 -0.50710 2.16893  -0.124
H: 1.48314 -3.77337 -5.10341  0.109
C: -0.88676 -0.29564 3.63215  -0.454
C: 0.54626 2.99611 1.25575  -0.357
C: -0.30404 5.08218 2.24835  -0.102
H: -4.98316 -0.08985 7.21985  0.117
H: 5.43532 -1.25383 -2.63770  0.086
H: -1.12206 -1.47419 6.00290  0.109
H: 0.13356 -4.10784 -7.10136  0.105
C: 4.73393 -0.69153 2.49372  -0.102
C: -3.06251 -0.84796 6.68768  -0.098
H: 0.92813 5.70310 -0.91790  0.127
H: 6.73046 -1.05626 1.93232  0.123
H: 1.29529 -0.81457 -3.12301  0.056
C: -3.16392 1.47975 -0.88299  -0.686
H: 1.68127 -2.21242 -2.75939  0.087
C: -1.44093 -3.26221 -1.36263  -0.019
C: -2.04144 -0.98321 5.73960  -0.035

***

Formula: C4H4AlO5
Source: OMol25
Level of theory: ωB97M-V/def2-TZVPD

Summary:
**Lowest unoccupied orbital energy**: -0.31269 Eh
**Frontier orbital gap**: 0.2190 hartree
**Molar mass**: 159.1 g/mol
**Max |F|**: 5.75 eV/Å
**Relative energy (zero: lowest compared OMol25 entry of this formula, charge and spin)**: 30.9 kcal per mole
**Charge**: +1

Each line ends with the Löwdin charge.
Geometry (Å):
O: 1.29956 0.88578 -0.45701  0.041
O: -2.27158 0.06043 2.55622  0.284
C: 0.78026 2.06108 -0.87470  -0.670
O: -2.77753 -0.80692 0.46600  0.169
O: -0.38698 2.04860 -1.41129  0.023
C: 0.69204 -0.41249 -0.79124  -0.310
H: 1.66609 -1.03058 1.07844  0.124
H: 0.91919 -2.33845 0.13911  0.107
Al: -0.96018 0.21483 -1.42089  1.279
O: 1.49636 3.05614 -0.76376  0.178
C: 0.79660 -1.28841 0.44677  -0.038
H: -0.10223 -1.23156 1.07926  0.061
C: -2.51258 -0.38168 1.51247  -0.391
H: 1.36096 -0.83678 -1.55938  0.143

***

Formula: C4H8O5S
Source: OMol25
Level of theory: ωB97M-V/def2-TZVPD

Summary:
**Lowest unoccupied orbital energy (spin up / spin down)**: -0.04161 / -0.04162 Eh
**Frontier orbital gap (spin up / spin down)**: 0.3049 / 0.3048 hartree
**Molar mass**: 168.2 g/mol
**SMILES string**: CCC(=S(=O)=O)C(O)(O)O
**Max |F|**: 4.46 eV/Å
**Relative energy (zero: lowest compared OMol25 entry of this formula, charge and spin)**: 65.2 kcal per mole

Each line ends with the Löwdin charge.
Geometry (Å):
O: 2.85295 0.45124 -0.14063  -0.317
O: 1.05068 2.18817 0.58686  0.050
O: 2.49193 -1.96363 0.08857  -0.328
C: -0.52385 -1.31100 0.75950  -0.281
O: 0.23571 1.10702 -1.32590  -0.015
H: 0.03516 -2.17270 0.89991  0.079
H: 1.73740 2.28276 -0.09692  0.110
H: -1.29769 2.63175 0.52732  0.134
H: -1.05711 -1.25056 1.65081  0.102
C: -1.45908 -1.35016 -0.46587  -0.034
C: 0.44682 -0.21845 0.84190  -0.154
S: 1.87376 -0.61877 0.00144  0.900
H: -0.66495 1.24463 -1.64149  0.101
H: -1.05762 -2.19480 -0.96075  0.068
O: -1.08206 1.70001 0.56099  0.105
H: -2.51438 -1.42021 -0.35219  0.069
C: 0.11090 1.30250 0.11100  -0.662
H: -1.17855 -0.40778 -1.04455  0.073

***

no.,DFT total energy (eV)
1,-128392.4900
2,-21038.9248
3,-25346.4375